76
Properties=species:S:1:pos:R:3 method="wB97M-V/def2-TZVPD" e_lumo_ev="2.3531 / 0.0847" spin_multiplicity=6 e_homo_ev="-4.13 / -5.50" charge=-1 relative_energy_kj_mol=140.6
Mn -0.195 0.517 -0.037
C 0.016 1.987 -3.910
C -0.973 0.857 -3.892
C -1.984 0.792 -4.842
C -2.845 -0.292 -4.899
C -2.667 -1.350 -4.024
C -1.672 -1.313 -3.055
C -1.427 -2.512 -2.182
C -0.854 -0.182 -2.960
N 0.111 -0.095 -1.919
C 1.394 -0.344 -2.265
O 1.820 -0.670 -3.370
C 2.308 -0.135 -1.099
C 3.682 -0.060 -1.173
C 4.391 0.297 -0.032
C 3.696 0.590 1.133
C 2.322 0.470 1.133
N 1.653 0.077 0.046
C 1.438 0.778 2.298
O 1.912 1.039 3.402
N 0.127 0.715 1.962
C -0.785 0.683 3.055
C -1.602 1.778 3.350
C -1.512 3.039 2.546
C -2.506 1.693 4.402
C -2.614 0.542 5.162
C -1.786 -0.531 4.883
C -0.862 -0.473 3.849
C 0.036 -1.645 3.584
H -0.320 2.788 -4.570
H 0.978 1.615 -4.269
H 0.174 2.396 -2.912
H -2.090 1.602 -5.556
H -3.642 -0.316 -5.632
H -3.300 -2.227 -4.098
H -2.334 -3.108 -2.073
H -1.079 -2.225 -1.194
H -0.652 -3.136 -2.640
H 4.162 -0.266 -2.119
H 5.471 0.368 -0.060
H 4.180 0.928 2.039
H -0.497 3.444 2.557
H -2.198 3.791 2.937
H -1.779 2.838 1.511
H -3.130 2.553 4.621
H -3.340 0.480 5.964
H -1.858 -1.441 5.469
H -0.284 -2.515 4.158
H 1.065 -1.406 3.860
H 0.032 -1.903 2.524
C 0.857 6.628 -0.209
C 0.401 5.197 -0.329
C -0.887 4.863 -0.739
C -1.273 3.538 -0.834
C -0.360 2.528 -0.506
Br -2.502 -0.011 0.165
N 0.887 2.866 -0.157
C 1.263 4.141 -0.064
H 0.007 7.308 -0.257
H 1.541 6.880 -1.023
H 1.383 6.794 0.732
H -1.597 5.652 -0.971
H -2.278 3.277 -1.144
H 2.291 4.317 0.246
Se 1.760 -3.134 0.451
C 1.224 -4.941 0.365
C 0.854 -5.491 -0.865
C 0.456 -6.814 -0.943
C 0.426 -7.601 0.201
C 0.790 -7.059 1.428
C 1.186 -5.735 1.514
H 0.887 -4.868 -1.750
H 0.161 -7.232 -1.898
H 0.117 -8.637 0.139
H 0.760 -7.674 2.319
H 1.467 -5.303 2.466

76
Properties=species:S:1:pos:R:3 method="wB97M-V/def2-TZVPD" e_lumo_ev="2.5370 / 1.0756" spin_multiplicity=6 e_homo_ev="-5.30 / -5.65" charge=-1 relative_energy_kj_mol=0.0
Mn 0.241 0.158 -0.281
C -3.038 0.661 -2.051
C -2.041 1.058 -3.103
C -2.310 0.861 -4.452
C -1.405 1.268 -5.421
C -0.233 1.903 -5.041
C 0.070 2.113 -3.700
C 1.327 2.826 -3.294
C -0.830 1.654 -2.735
N -0.517 1.723 -1.348
C -0.633 2.911 -0.720
O -0.933 4.001 -1.194
C -0.438 2.760 0.777
C -0.629 3.740 1.733
C -0.570 3.362 3.069
C -0.355 2.035 3.427
C -0.154 1.121 2.411
N -0.175 1.518 1.149
C -0.027 -0.380 2.574
O -0.092 -0.868 3.700
N 0.084 -1.016 1.391
C -0.010 -2.437 1.417
C 1.131 -3.222 1.249
C 2.481 -2.589 1.083
C 0.987 -4.607 1.215
C -0.257 -5.200 1.343
C -1.381 -4.405 1.510
C -1.274 -3.021 1.549
C -2.492 -2.157 1.689
H -3.959 0.304 -2.514
H -3.280 1.512 -1.410
H -2.649 -0.134 -1.411
H -3.241 0.387 -4.741
H -1.620 1.103 -6.470
H 0.467 2.243 -5.796
H 1.953 3.024 -4.165
H 1.902 2.246 -2.571
H 1.077 3.777 -2.819
H -0.841 4.752 1.419
H -0.718 4.106 3.842
H -0.352 1.699 4.454
H 2.578 -2.118 0.103
H 3.270 -3.336 1.185
H 2.650 -1.800 1.816
H 1.872 -5.222 1.085
H -0.353 -6.279 1.313
H -2.360 -4.861 1.606
H -2.434 -1.535 2.584
H -3.392 -2.770 1.757
H -2.581 -1.500 0.820
C -0.890 -4.265 -4.548
C -0.546 -3.173 -3.573
C 0.564 -2.354 -3.743
C 0.853 -1.384 -2.800
C 0.012 -1.244 -1.695
Br 2.771 0.714 -0.437
N -1.058 -2.018 -1.531
C -1.321 -2.951 -2.443
H -0.495 -4.041 -5.539
H -1.970 -4.392 -4.634
H -0.471 -5.223 -4.231
H 1.195 -2.478 -4.617
H 1.711 -0.731 -2.907
H -2.207 -3.557 -2.263
Se 3.308 2.492 2.255
C 3.820 0.841 3.020
C 5.018 0.228 2.645
C 5.371 -0.998 3.182
C 4.536 -1.628 4.100
C 3.342 -1.029 4.473
C 2.985 0.199 3.934
H 5.651 0.714 1.914
H 6.294 -1.473 2.876
H 4.808 -2.595 4.504
H 2.660 -1.526 5.150
H 2.039 0.644 4.209

85
Properties=species:S:1:pos:R:3 method="wB97M-V/def2-TZVPD" e_lumo_ev="-3.4592 / -3.3912" spin_multiplicity=2 e_homo_ev="-9.60 / -10.93" charge=+1
Ir 0.518 0.706 -0.036
O 2.460 2.781 -0.748
N 1.947 1.707 -1.487
C 2.849 1.050 -2.143
C 2.585 0.051 -3.135
C 3.624 -0.255 -4.031
C 3.400 -1.052 -5.133
C 2.133 -1.568 -5.380
C 1.115 -1.333 -4.474
C 1.331 -0.554 -3.342
P -0.018 -0.515 -2.123
C -1.405 0.060 -3.143
C -2.314 -0.787 -3.766
C -3.282 -0.254 -4.600
C -3.347 1.114 -4.811
C -2.440 1.958 -4.188
C -1.475 1.436 -3.347
C -0.266 -2.274 -1.782
C -1.448 -2.623 -1.132
C -1.677 -3.926 -0.740
C -0.712 -4.895 -0.975
C 0.473 -4.553 -1.609
C 0.711 -3.246 -1.996
H 1.785 3.475 -0.785
H 3.883 1.373 -2.044
H 4.604 0.166 -3.852
H 4.209 -1.269 -5.810
H 1.946 -2.167 -6.257
H 0.140 -1.768 -4.644
H -2.268 -1.855 -3.600
H -3.980 -0.914 -5.093
H -4.106 1.522 -5.459
H -2.487 3.022 -4.354
H -0.780 2.082 -2.830
H -2.175 -1.845 -0.950
H -2.603 -4.189 -0.250
H -0.881 -5.913 -0.665
H 1.218 -5.308 -1.800
H 1.639 -2.987 -2.485
O -0.161 6.365 2.157
C 0.701 5.724 2.902
O 1.283 6.225 3.831
C 0.997 4.294 2.566
C 1.974 3.559 3.219
N 2.001 2.339 2.665
N 1.097 2.228 1.694
C 0.470 3.398 1.610
C -0.562 3.584 0.526
O -1.095 4.683 0.393
O -0.777 2.575 -0.203
H -0.579 5.817 1.423
H 2.622 3.870 4.014
H 2.645 1.582 2.861
O 2.083 -0.899 -0.143
N 1.958 -2.132 0.167
C 2.335 -2.724 1.292
C 2.109 -4.096 1.471
N 1.918 -5.213 1.658
C 2.985 -2.023 2.294
N 3.496 -1.346 3.085
C -3.468 0.883 0.083
C -3.250 -0.049 1.281
C -4.054 -1.348 1.111
C -3.708 0.657 2.574
C -1.834 -0.312 1.488
C -0.643 -0.296 1.809
H -4.533 1.062 -0.042
H -3.080 0.445 -0.833
H -2.964 1.833 0.235
H -5.113 -1.119 1.193
H -3.793 -2.073 1.878
H -3.882 -1.797 0.138
H -4.733 0.997 2.452
H -3.083 1.519 2.792
H -3.668 -0.022 3.422
N 3.279 -0.322 5.508
C 1.997 -0.425 5.859
N 1.610 -0.418 7.143
N 1.023 -0.507 4.959
C 0.728 -0.481 3.774
N 0.341 -0.620 2.645
H 3.979 -0.401 6.228
H 3.535 -0.658 4.558
H 2.278 -0.376 7.894
H 0.631 -0.434 7.365